Run A
Molecular formula: H4N2O2P
Method: DFT, ωB97M-V with the def2-TZVPD basis set

Structure (XYZ):
```
9
Properties=species:S:1:pos:R:3:mulliken_charge:R:1
N -0.76353 -0.68892 1.72668 -0.6643
N 2.31839 0.33536 -1.21328 -0.7567
O -1.90450 0.23139 -0.53773 -0.6571
O -3.33252 -1.07186 1.20706 -0.6616
P -2.02964 -0.49167 0.75907 0.7953
H -0.04412 0.00628 1.40572 0.1828
H 1.59057 -0.28415 -0.78482 0.2962
H 1.80042 0.80600 -1.98472 0.2377
H 2.36493 1.15757 -0.57798 0.2276
```

Summary:
- E_HOMO (Ha) = -0.1719
- E_LUMO (eV) = 3.89
- Kohn-Sham gap (eV) = 8.57
- charge = -1



Run B
Molecular formula: H4N2O2P
Method: DFT, ωB97M-V with the def2-TZVPD basis set

Structure (XYZ):
```
9
Properties=species:S:1:pos:R:3:mulliken_charge:R:1
N 0.41161 -0.30364 -0.63973 -0.4079
N -0.46757 -0.53237 0.35860 -0.3432
O -0.20501 2.03815 0.48114 -0.7342
O -1.97130 0.93005 1.90927 -0.6700
P -1.19776 0.91806 0.63821 0.5528
H 0.66041 0.73840 -0.69523 0.3005
H 1.09449 -1.10799 -0.77664 0.2394
H 0.40084 -0.73752 1.76006 0.1136
H -2.01956 0.84331 -0.46229 -0.0511
```

Summary:
- E_HOMO (Ha) = -0.1482
- E_LUMO (eV) = 4.25
- Kohn-Sham gap (eV) = 8.29
- charge = -1



What is the most stable structure shown above? It is run A.